No. 1
{"formula": "C21H48N3O9P", "method": "the ωB97M-V functional and the def2-TZVPD basis", "gap_ev": 8.89, "fmax_ev_per_a": 2.253, "total_charge": 0, "molar_mass_g_mol": 517.60, "e_tot_ev": -54736.14479, "e_homo_ev": -8.7, "symbols": ["C", "C", "C", "C", "C", "C", "C", "O", "C", "O", "C", "O", "N", "O", "P", "O", "H", "H", "H", "H", "H", "H", "H", "H", "H", "H", "H", "H", "H", "H", "H", "H", "H", "H", "C", "O", "C", "C", "N", "C", "C", "O", "C", "H", "H", "H", "H", "H", "H", "H", "H", "H", "H", "H", "H", "H", "H", "H", "C", "O", "C", "C", "N", "C", "C", "O", "C", "H", "H", "H", "H", "H", "H", "H", "H", "H", "H", "H", "H", "H", "H", "H"], "xyz": [[4.996390, 0.496451, 1.613450], [5.003482, -0.686356, 0.630127], [3.946744, -0.427114, -0.431603], [3.575771, -1.631267, -1.306266], [2.510208, -2.577149, -0.723674], [2.488049, -2.679190, 0.795381], [1.289361, -3.488503, 1.310991], [0.043857, -3.185746, 0.693116], [-0.394110, -1.954560, 0.907567], [0.113089, -1.147616, 1.599844], [-1.691969, -1.641461, 0.183364], [-2.588103, -1.104528, 1.146511], [-2.951883, 0.210442, 0.727564], [-2.982684, 0.956619, 1.615950], [1.192483, -3.502868, 3.160705], [-0.177721, -3.551084, 3.690772], [5.866497, 0.467668, 2.262825], [4.883045, 1.438030, 1.093016], [4.125045, 0.381058, 2.255862], [5.996306, -0.791064, 0.203185], [4.821764, -1.575313, 1.226591], [4.370607, 0.318706, -1.100385], [3.045299, 0.017492, -0.014297], [4.469992, -2.158994, -1.616741], [3.150112, -1.225770, -2.221232], [1.515053, -2.353099, -1.089883], [2.736134, -3.577909, -1.088982], [3.376055, -3.213131, 1.125974], [2.466763, -1.719364, 1.298780], [1.510187, -4.516171, 1.033414], [-2.123025, -2.522273, -0.276220], [-1.484497, -0.921747, -0.600074], [1.845946, -2.319066, 3.576776], [2.031178, -4.559680, 3.589317], [3.580917, 7.498269, 4.186394], [2.304918, 6.996900, 3.835600], [1.706065, 7.661876, 2.728782], [1.617288, 6.741165, 1.528689], [2.937070, 6.468256, 0.971470], [2.959243, 5.401350, -0.025886], [2.593638, 3.989650, 0.428160], [3.524890, 3.405665, 1.321490], [3.331911, 3.722250, 2.689466], [3.880236, 7.019639, 5.117586], [4.329586, 7.265287, 3.421751], [3.548859, 8.579802, 4.346898], [2.237449, 8.584649, 2.479116], [0.690980, 7.933563, 3.032380], [0.993924, 7.209825, 0.761586], [1.116922, 5.820933, 1.857956], [3.564620, 6.215672, 1.723529], [3.975925, 5.364609, -0.425783], [2.304361, 5.684910, -0.855946], [2.603604, 3.354598, -0.462913], [1.577450, 3.927251, 0.834134], [2.278253, 3.877223, 2.931672], [3.912898, 4.603051, 2.975120], [3.703947, 2.883307, 3.279335], [-3.151367, -2.032165, -3.566011], [-3.931272, -2.212570, -2.398722], [-5.162902, -1.495197, -2.416063], [-6.339777, -2.445109, -2.500033], [-6.408990, -3.090261, -3.805858], [-7.362264, -4.195288, -3.880296], [-7.098385, -5.427360, -3.017106], [-5.950999, -6.167040, -3.393842], [-4.728605, -5.716710, -2.838549], [-2.182199, -2.499937, -3.393310], [-3.613031, -2.509012, -4.436490], [-2.992486, -0.969828, -3.773684], [-5.187889, -0.761269, -3.226220], [-5.225354, -0.949453, -1.470292], [-7.264039, -1.886797, -2.326017], [-6.227806, -3.178229, -1.690207], [-5.492111, -3.443150, -4.046548], [-7.383829, -4.523203, -4.922603], [-8.361101, -3.811363, -3.650222], [-7.944634, -6.104841, -3.159827], [-7.073334, -5.193384, -1.946394], [-4.863672, -5.278410, -1.846708], [-4.237788, -4.995995, -3.498644], [-4.066546, -6.578570, -2.748664]], "atomic_forces_ev_per_a": [[-0.1, -0.8, 0.0], [-0.2, 0.8, 0.8], [0.4, -0.6, -0.7], [-0.7, 0.6, 0.1], [0.6, -0.4, 0.2], [-0.5, 0.0, 0.3], [1.2, -0.7, 0.0], [0.2, -0.4, 0.0], [-1.8, -0.1, -0.9], [1.4, 1.2, 1.3], [-0.3, -0.8, -0.1], [0.2, 0.3, 0.1], [0.5, 0.5, -0.1], [-0.4, -0.4, 0.0], [-0.5, 1.0, 0.2], [-0.5, -0.4, 0.1], [0.2, 0.3, 0.0], [0.3, 0.3, 0.0], [-0.2, 0.2, 0.1], [0.1, -0.1, -0.3], [-0.1, -0.3, -0.2], [0.0, 0.3, -0.1], [-0.1, 0.0, 0.2], [0.2, -0.2, 0.2], [0.0, 0.0, -0.3], [-0.1, 0.3, -0.1], [-0.2, -0.2, -0.2], [0.2, 0.0, 0.2], [0.2, 0.3, -0.2], [-0.4, -0.3, -0.1], [-0.1, -0.2, 0.0], [0.0, 0.3, -0.2], [0.4, -0.3, -0.2], [0.2, 0.1, -0.3], [-0.1, -0.1, 0.0], [0.2, 0.1, 0.0], [-0.4, -0.1, 0.0], [0.3, -0.1, 0.1], [-0.2, -0.1, 0.0], [0.2, 0.1, 0.1], [0.0, -0.1, -0.3], [-0.2, 0.2, 0.1], [0.3, -0.1, 0.0], [-0.1, 0.0, 0.0], [0.1, 0.1, 0.0], [0.1, 0.0, 0.0], [0.1, -0.1, 0.0], [0.0, 0.0, 0.0], [0.0, 0.0, 0.0], [-0.2, 0.1, 0.0], [0.0, 0.0, 0.0], [0.0, -0.1, -0.1], [-0.1, 0.0, 0.0], [0.0, 0.0, 0.0], [0.0, 0.1, 0.1], [0.0, 0.1, 0.0], [-0.1, 0.1, 0.1], [0.0, 0.0, -0.1], [0.0, -0.1, 0.2], [0.1, 0.1, -0.2], [-0.2, 0.0, 0.4], [0.2, -0.2, -0.2], [-0.1, 0.0, 0.1], [0.2, 0.0, -0.2], [-0.3, -0.1, -0.1], [0.0, 0.1, 0.1], [0.0, -0.2, -0.2], [0.0, 0.0, 0.0], [0.0, 0.1, -0.1], [0.0, 0.0, -0.1], [0.0, -0.1, -0.1], [0.0, 0.0, 0.0], [0.0, 0.0, 0.0], [0.0, 0.1, 0.1], [0.0, 0.0, 0.0], [-0.1, 0.0, 0.0], [0.0, 0.0, 0.1], [0.0, 0.0, 0.0], [0.1, 0.1, 0.0], [0.0, 0.1, 0.0], [0.0, 0.1, 0.1], [-0.1, 0.0, 0.0]], "mulliken_charge": [-1.140, -0.302, -0.512, -1.040, -0.498, -0.962, -0.146, -0.373, 0.575, -0.572, -0.320, -0.156, 0.199, -0.355, 0.387, -0.634, 0.446, 0.180, 0.233, 0.449, 0.148, 0.495, 0.238, 0.376, 0.373, 0.227, 0.302, 0.609, 0.332, 0.761, 0.326, 0.229, 0.016, 0.106, -0.722, -0.340, -0.810, -0.182, -0.312, -0.871, -0.397, -0.324, -0.689, 0.240, 0.304, 0.343, 0.405, 0.394, 0.380, 0.165, 0.091, 0.398, 0.421, 0.303, 0.350, 0.304, 0.230, 0.316, -0.932, -0.145, -0.857, -0.223, -0.321, -0.685, -0.480, -0.437, -0.525, 0.240, 0.379, 0.367, 0.420, 0.330, 0.397, 0.180, 0.088, 0.370, 0.396, 0.349, 0.348, 0.276, 0.137, 0.334]}

=====

No. 2
{"formula": "C5H10N2O", "method": "the ωB97M-V functional and the def2-TZVPD basis", "gap_ev": 8.02, "fmax_ev_per_a": 6.808, "total_charge": 0, "molar_mass_g_mol": 114.15, "de_lowest_kj_mol": 420.3, "e_tot_ev": -10370.94944, "e_homo_ev": -7.3, "symbols": ["C", "C", "C", "C", "N", "N", "C", "O", "H", "H", "H", "H", "H", "H", "H", "H", "H", "H"], "xyz": [[-0.028936, -0.565126, 0.289261], [-2.314772, 0.360230, 0.674459], [1.998119, 0.027007, -0.026306], [-0.449766, 0.755615, 0.167966], [2.611175, -1.076379, -0.543268], [-0.297952, -1.516226, -0.710411], [-0.195833, 2.035396, 0.030307], [2.628556, 1.026617, 0.269681], [0.016896, -0.966204, 1.298519], [2.027017, -1.834555, -0.862359], [3.586797, -1.034434, -0.816622], [-0.620864, -1.111091, -1.581321], [-0.897507, -2.269941, -0.400911], [-2.857277, 0.629745, -0.230283], [-2.547653, -0.659809, 0.975703], [-2.490753, 1.048444, 1.498139], [0.811570, 2.376089, -0.196127], [-0.978816, 2.774621, 0.163572]], "atomic_forces_ev_per_a": [[5.5, 0.2, -1.1], [2.2, 1.6, -1.0], [0.1, -1.6, 0.6], [-6.5, 0.3, 1.9], [-0.4, 0.2, -0.1], [-0.1, -0.1, 0.1], [0.6, -0.2, -0.2], [-1.1, -0.4, -0.1], [-0.1, 0.1, -0.2], [0.1, 0.1, 0.0], [-0.3, 0.0, 0.0], [0.0, -0.1, 0.2], [0.0, 0.1, -0.1], [-0.2, 0.0, 0.2], [0.5, -0.1, -0.1], [-0.2, 0.0, -0.1], [-0.1, 0.0, 0.1], [0.0, -0.2, -0.1]], "mulliken_charge": [-0.148, -1.222, 0.289, 0.296, -0.341, -0.469, -0.734, -0.600, 0.340, 0.217, 0.248, 0.221, 0.267, 0.325, 0.348, 0.376, 0.302, 0.284]}

=====

No. 3
{"formula": "C4H5NO", "method": "the ωB97M-V functional and the def2-TZVPD basis", "gap_ev": 9.13, "fmax_ev_per_a": 0.600, "total_charge": 0, "molar_mass_g_mol": 83.09, "de_lowest_kj_mol": 298.5, "e_tot_ev": -7763.43239, "e_homo_ev": -8.3, "symbols": ["C", "C", "O", "C", "N", "C", "H", "H", "H", "H", "H"], "xyz": [[0.818555, -0.409148, -0.313645], [0.780619, 0.969611, -0.954497], [0.069115, 1.873731, -0.593484], [-2.253690, -0.610490, 0.549921], [-1.115569, -0.499828, 1.015874], [0.153708, -0.484661, 1.026045], [0.270706, -1.070992, -1.005970], [1.850907, -0.766508, -0.280250], [1.451533, 1.085023, -1.832763], [-2.731463, 0.371384, 0.428698], [0.705579, -0.458123, 1.960071]], "atomic_forces_ev_per_a": [[0.1, 0.0, 0.0], [-0.2, 0.3, 0.1], [0.4, -0.4, -0.1], [0.3, 0.1, 0.5], [-0.2, 0.1, -0.4], [-0.2, 0.0, 0.0], [0.2, 0.1, 0.0], [0.0, 0.1, 0.0], [-0.1, 0.0, 0.1], [-0.1, -0.1, 0.0], [-0.2, -0.1, -0.1]], "mulliken_charge": [-0.585, 0.080, -0.461, -0.341, -0.052, -0.200, 0.260, 0.329, 0.344, 0.228, 0.400]}

=====

No. 4
{"formula": "C40H28BrCl4EuN8O7Se", "method": "the ωB97M-V functional and the def2-TZVPD basis", "gap_ev": [5.71, 5.72], "fmax_ev_per_a": 3.283, "total_charge": -2, "molar_mass_g_mol": 1185.35, "e_tot_ev": -272999.76029, "e_homo_ev": [-2.1, -2.1], "spin_multiplicity": 7, "symbols": ["Eu", "C", "C", "C", "C", "N", "C", "N", "C", "N", "C", "N", "C", "C", "C", "C", "C", "N", "C", "C", "C", "C", "C", "C", "H", "H", "H", "H", "H", "H", "H", "H", "H", "H", "H", "H", "Cl", "C", "C", "Cl", "C", "Cl", "C", "O", "C", "O", "C", "Cl", "C", "N", "N", "C", "O", "C", "C", "C", "C", "C", "C", "C", "C", "C", "H", "H", "H", "H", "H", "H", "H", "H", "H", "H", "H", "H", "O", "Se", "O", "O", "O", "Br", "C", "C", "C", "C", "N", "C", "H", "H", "H", "H"], "xyz": [[-0.421800, 0.688388, -0.573920], [-3.341563, -1.870551, -3.606083], [-4.678859, -1.613228, -3.333036], [-4.974177, -0.761858, -2.299760], [-3.937962, -0.157745, -1.545517], [-2.638351, -0.388624, -1.835876], [-2.384026, -1.244104, -2.828953], [-4.389063, 0.587973, -0.514658], [-3.738880, 1.349672, 0.317458], [-2.443064, 1.727870, 0.392480], [-2.306613, 2.588736, 1.453976], [-1.279519, 3.138819, 1.998075], [0.027899, 3.082413, 1.638437], [0.948966, 3.442509, 2.641811], [2.272949, 3.592283, 2.313982], [2.662503, 3.404353, 0.992126], [1.707610, 3.009843, 0.072395], [0.418836, 2.838354, 0.375149], [-3.628619, 2.822821, 2.073555], [-4.043308, 3.611703, 3.128639], [-5.386265, 3.565906, 3.477528], [-6.280083, 2.754031, 2.791020], [-5.862565, 1.966511, 1.725948], [-4.527376, 2.016001, 1.378557], [-3.044253, -2.556247, -4.386611], [-5.462400, -2.084166, -3.912804], [-5.992526, -0.552834, -2.011610], [-1.340069, -1.458205, -3.014222], [0.576201, 3.545203, 3.646304], [3.000324, 3.855939, 3.070492], [3.691433, 3.535967, 0.692255], [1.961864, 2.851068, -0.975480], [-3.340151, 4.240270, 3.651145], [-5.740166, 4.173970, 4.300451], [-7.322712, 2.742102, 3.082524], [-6.545183, 1.333876, 1.178424], [0.989340, -0.225458, -7.481173], [0.585507, 0.498858, -5.961491], [0.152665, 1.805357, -5.902756], [0.046472, 2.750483, -7.345043], [-0.213528, 2.345962, -4.668604], [-0.821832, 3.968852, -4.604312], [-0.160085, 1.625974, -3.473536], [-0.518347, 2.119908, -2.335426], [0.316110, 0.253641, -3.534501], [0.340525, -0.458294, -2.452235], [0.662586, -0.252680, -4.786327], [1.176681, -1.908616, -4.882760], [4.320605, -1.861296, 2.708816], [3.679961, -2.084249, 1.421782], [3.633112, -0.948304, 0.610843], [2.331041, -0.748273, 0.150262], [1.978126, 0.222083, -0.514893], [1.616234, -1.930501, 0.547867], [2.408155, -2.630745, 1.390826], [2.079967, -3.809038, 2.229538], [4.771538, -0.550844, -0.066004], [5.876627, -1.401162, -0.140308], [6.971811, -1.045540, -0.903426], [6.978705, 0.143977, -1.611326], [5.884934, 0.992415, -1.529859], [4.794582, 0.663771, -0.749490], [5.311251, -1.437672, 2.545233], [4.414382, -2.817194, 3.220276], [3.724416, -1.165231, 3.306545], [0.596480, -2.127629, 0.270252], [1.216511, -4.323553, 1.818904], [1.804007, -3.432471, 3.215519], [2.923699, -4.493566, 2.299315], [5.856592, -2.354989, 0.364721], [7.813253, -1.721663, -0.966747], [7.826489, 0.399597, -2.230271], [5.875972, 1.916592, -2.089928], [3.935679, 1.307220, -0.676642], [2.068741, 0.446433, 2.375083], [0.564929, -0.001630, 2.748396], [-0.071817, 0.989040, 3.834519], [-0.346045, -0.021077, 1.381002], [0.580535, -1.499102, 3.376412], [-2.884653, -5.875923, -0.490571], [-2.521405, -4.285326, 0.490474], [-2.466662, -4.326468, 1.873907], [-2.304489, -3.122576, 2.535060], [-2.219734, -1.948983, 1.794289], [-2.197270, -1.942098, 0.468088], [-2.340805, -3.088178, -0.176323], [-2.560285, -5.263052, 2.406544], [-2.235422, -3.085338, 3.608769], [-2.143390, -0.991044, 2.285199], [-2.321483, -3.049421, -1.258690]], "atomic_forces_ev_per_a": [[-1.0, 0.3, -2.5], [-0.1, 0.0, 0.1], [0.1, 0.0, 0.0], [0.2, 0.0, 0.0], [0.3, -0.5, -0.7], [-0.4, 0.3, 0.1], [0.1, -0.2, -0.5], [-0.3, 0.7, 1.1], [-0.3, -0.4, -0.7], [0.2, -0.2, -0.1], [0.6, 0.3, 0.3], [-1.2, -0.1, 0.2], [0.8, 0.5, -0.2], [0.1, 0.0, -0.3], [-0.2, 0.0, 0.0], [-0.1, 0.0, -0.3], [0.5, 0.4, -0.1], [-0.1, -0.1, 0.6], [-0.7, -0.3, -0.2], [0.1, -0.1, -0.1], [0.0, 0.1, 0.1], [-0.2, -0.1, -0.1], [0.1, -0.1, -0.1], [0.3, 0.6, 0.6], [0.1, 0.0, 0.0], [-0.1, 0.0, 0.0], [0.0, 0.1, 0.1], [0.0, 0.1, 0.1], [0.0, 0.0, 0.1], [0.0, 0.0, 0.0], [0.1, 0.0, -0.1], [0.0, -0.1, 0.2], [0.1, 0.0, 0.1], [0.0, 0.0, 0.0], [0.0, 0.0, 0.0], [-0.1, -0.1, -0.1], [0.1, 0.0, -0.2], [-0.1, 0.1, -0.1], [0.1, -0.3, 0.0], [0.0, 0.2, -0.2], [-0.1, 0.1, 0.1], [0.0, 0.2, 0.1], [0.3, -0.3, -0.7], [0.1, 0.0, 0.1], [-0.2, 0.2, -0.4], [-0.1, 0.1, 0.1], [0.0, -0.1, 0.0], [0.0, -0.2, 0.2], [-0.1, 0.3, 0.3], [0.0, -0.2, -0.4], [-0.3, 0.1, 0.3], [0.3, -0.4, 0.0], [0.2, 0.0, 0.1], [0.1, -0.2, -0.1], [-0.2, 0.1, -0.6], [0.0, 0.2, 0.1], [0.4, -0.1, -0.3], [0.0, 0.0, 0.1], [0.0, 0.1, 0.0], [0.2, 0.0, -0.1], [0.1, 0.0, 0.0], [-0.1, 0.1, 0.1], [0.0, -0.1, 0.0], [0.0, 0.0, 0.0], [0.0, 0.0, 0.0], [0.0, -0.2, 0.1], [-0.1, 0.0, 0.0], [0.0, 0.0, 0.1], [0.0, -0.1, 0.0], [-0.1, 0.0, 0.0], [0.1, 0.0, 0.0], [0.1, 0.1, -0.1], [0.0, 0.1, 0.0], [0.0, 0.1, 0.0], [0.6, 0.3, -0.4], [1.2, -0.6, 3.0], [-0.8, 0.8, 0.3], [-0.3, -0.3, 0.7], [-0.3, -0.7, -0.2], [0.1, 0.0, 0.0], [0.0, -0.2, 0.1], [0.0, 0.1, -0.1], [-0.1, 0.0, -0.1], [-0.1, -0.3, 0.2], [0.1, 0.2, 0.2], [-0.1, -0.3, -0.2], [0.0, 0.0, 0.0], [0.0, 0.1, 0.2], [0.0, 0.0, 0.0], [0.0, -0.1, 0.0]], "lowdin_spin": [6.058, 0.000, 0.000, 0.000, 0.000, -0.005, 0.000, 0.000, 0.000, -0.007, 0.000, 0.000, 0.000, 0.000, 0.000, 0.000, 0.000, -0.006, 0.000, 0.000, 0.000, 0.000, 0.000, 0.000, 0.000, 0.000, 0.000, 0.000, 0.000, 0.000, 0.000, 0.000, 0.000, 0.000, 0.000, 0.000, 0.000, 0.000, 0.000, 0.000, 0.000, 0.000, 0.000, -0.014, 0.000, -0.008, 0.000, 0.000, 0.000, 0.000, 0.000, 0.000, -0.005, 0.000, 0.000, 0.000, 0.000, 0.000, 0.000, 0.000, 0.000, 0.000, 0.000, 0.000, 0.000, 0.000, 0.000, 0.000, 0.000, 0.000, 0.000, 0.000, 0.000, 0.000, 0.000, 0.000, 0.000, -0.013, -0.002, 0.000, 0.000, 0.000, 0.000, 0.000, 0.000, 0.000, 0.000, 0.000, 0.000, 0.000]}